1.
The following is a quantum chemistry calculation of a cluster of 5 separate species, C9H24BN5O12 in total at a distorted geometry, from the OMol25 dataset.

Each line ends with the natural charge from an NBO analysis.
CARTESIAN COORDINATES (ANGSTROEM)
N 3.382 6.085 -2.007  0.535
O -3.069 -1.154 -0.096  -0.740
C 0.349 -3.447 0.368  -0.625
H -5.236 -6.047 -1.179  0.234
H -1.169 -2.487 1.682  0.185
O 1.104 0.546 -2.127  -0.367
C -2.500 -0.256 0.832  0.892
C -4.651 -6.236 -0.280  -0.489
O 4.299 5.918 -1.221  -0.401
H 1.092 -4.056 0.997  0.212
C 2.914 4.890 -2.757  -0.484
H 3.758 4.512 -3.332  0.236
N 0.625 1.389 -2.862  0.540
H -0.529 -4.078 0.021  0.227
H -0.999 0.088 -3.182  0.234
O -3.133 0.204 1.823  -0.624
H -1.392 1.836 -3.181  0.242
O 5.470 6.769 4.132  -0.382
O -3.057 -7.916 -0.297  -0.375
C -0.679 1.077 -3.502  -0.485
H -3.755 -5.621 -0.268  0.246
H 2.574 4.157 -2.028  0.249
H -0.792 0.715 1.471  0.409
C 0.872 -2.033 2.468  -0.623
O 1.122 2.472 -3.122  -0.398
H 5.550 7.677 1.704  0.234
O -5.143 -1.944 1.177  -0.921
O -3.349 -3.518 0.533  -0.943
N -4.250 -7.668 -0.299  0.529
H 0.674 -2.921 3.172  0.218
H 1.920 -2.167 2.019  0.214
B -3.864 -2.168 0.556  1.372
N -1.132 0.174 0.670  -0.646
O 5.981 4.998 2.988  -0.376
C -0.164 -2.176 1.251  -0.231
O -5.149 -8.491 -0.314  -0.378
H -5.243 -6.073 0.619  0.231
H 0.843 -0.455 0.199  0.226
H -0.531 1.105 -4.580  0.238
H 3.930 6.982 2.056  0.232
C -0.207 -0.924 0.264  -0.240
C 4.981 6.765 1.875  -0.487
H 5.094 6.079 1.039  0.246
O 2.819 7.142 -2.230  -0.368
H 0.925 -3.041 -0.539  0.209
H -3.229 -3.738 1.488  0.497
H -0.453 -1.229 -0.817  0.219
H 0.730 -1.035 2.991  0.211
H -4.957 -2.009 2.142  0.503
N 5.524 6.122 3.100  0.530
H 2.100 5.185 -3.415  0.232

Properties
* structure (SMILES): CC(C)CNC(=O)OB(O)O.C[N+](=O)[O-].C[N+](=O)[O-].C[N+](=O)[O-].C[N+](=O)[O-]
* frontier orbital gap: 9.760 eV
* total energy: -1558.542371 Eh
* energy above the lowest of the compared OMol25 structures with the same formula, charge and spin: 0.00 kcal per mole
* highest occupied orbital energy: -0.3751 Eh

2.
The following is a quantum chemistry calculation of a cluster of 2 separate species, C6H14NO in total at a distorted geometry, from the OMol25 dataset.

Each line ends with the natural charge from an NBO analysis.
CARTESIAN COORDINATES (ANGSTROEM)
H -0.355 -0.376 -2.559  0.184
H -1.201 -1.262 2.464  0.065
H -2.780 -1.777 1.897  0.069
C 2.478 0.701 1.068  -0.710
H -1.565 -0.861 -1.300  0.212
H 0.035 0.018 0.330  0.235
N 1.636 0.277 -1.231  -0.585
H 2.451 -0.098 1.822  0.224
H -1.530 -1.476 0.717  0.063
H -1.654 1.347 -0.389  0.275
C 0.412 -0.437 -0.594  -0.258
C -1.370 1.207 -1.436  -0.635
H -2.282 1.225 -2.028  0.188
O -2.307 0.248 1.550  -0.976
H 3.264 -0.696 -0.392  0.106
H 1.747 1.474 1.269  0.239
C 2.445 0.058 -0.274  0.298
C -1.958 -1.044 1.657  -0.185
H 3.468 1.123 1.226  0.219
H -0.734 2.037 -1.765  0.181
H 0.554 -1.510 -0.464  0.177
C -0.753 -0.178 -1.569  -0.386

Properties
* frontier orbital gap: 5.949 eV
* net charge: -1
* total energy: -366.868242 Eh
* energy above the lowest of the compared OMol25 structures with the same formula, charge and spin: 83.72 kcal per mole
* highest occupied orbital energy: -0.0862 Eh

3.
The following is a quantum chemistry calculation of a cluster of 3 separate species, C29H48BrN2O7PS in total at a distorted geometry, from the OMol25 dataset.

Each line ends with the Mulliken charge.
CARTESIAN COORDINATES (ANGSTROEM)
C 2.184 -2.136 -5.291  -0.340
C 3.575 -2.300 -4.711  -0.600
H -4.085 -1.745 2.297  0.310
C -0.157 -1.634 -3.308  -0.247
O 0.560 -0.410 -3.332  -0.166
C -0.411 3.255 -0.522  -1.204
H 8.114 0.037 0.645  0.410
S -3.377 2.842 -1.301  -0.364
H 5.840 0.052 0.025  0.342
H 0.243 -3.709 -3.145  0.408
Br -7.813 -1.245 -1.049  -0.144
H -5.539 -1.431 3.223  0.410
H 1.635 -2.716 -2.746  0.184
H -1.530 3.974 1.211  0.331
O 7.970 0.428 2.608  -0.474
C 7.419 -0.197 1.455  -0.485
H 3.446 0.696 0.942  0.292
H 7.407 -1.283 1.561  0.189
H -7.672 3.968 0.764  0.183
H -1.110 5.249 0.010  0.277
H -4.365 0.052 -1.701  0.365
H 7.802 0.798 4.573  0.394
C -2.314 1.598 -0.520  0.890
H -0.269 -1.126 1.209  0.375
H -2.607 -1.556 0.545  0.681
H 7.754 -3.927 4.696  0.317
H 4.138 1.589 2.339  0.377
H -5.519 4.550 -0.325  0.409
C -4.940 2.472 -0.506  1.310
H 4.302 -1.799 -5.364  0.411
C 7.768 -1.309 4.338  -0.582
H 2.240 -2.366 -6.357  0.411
C -0.757 4.349 0.532  -1.188
C 7.625 -3.559 3.672  -0.786
H 6.063 1.432 1.141  0.342
O -8.847 1.777 3.068  -0.513
O 1.234 -3.052 -4.761  -0.472
C 7.392 0.078 3.860  -0.333
C -6.916 -0.625 0.611  -1.056
C -0.249 0.675 -3.728  -0.707
H 0.157 4.600 1.088  0.354
O 3.656 -1.700 -3.427  -0.201
C -6.442 0.796 0.329  -0.748
H -7.708 -0.649 1.366  0.569
N -9.933 2.758 0.698  -0.580
H -6.379 -2.555 1.358  0.561
H 7.561 -1.392 5.414  0.414
H -9.605 1.312 3.445  0.324
C -7.313 1.844 0.668  1.463
C -6.982 3.183 0.459  -0.565
H 0.672 3.196 -0.708  0.584
H 0.793 1.112 0.775  0.555
C -5.025 -1.173 2.286  -1.209
H 8.597 -3.508 3.169  0.334
P -8.977 1.521 1.420  0.081
H 6.310 0.219 3.850  0.140
H 0.370 1.572 -3.747  0.225
N -4.284 0.106 -0.683  0.300
H 3.819 -3.367 -4.652  0.359
H -10.916 2.525 0.759  0.294
C 6.058 0.339 1.063  -0.419
C 4.692 -2.249 -2.642  -0.666
C -0.838 -0.337 0.714  -0.987
C 3.893 0.598 1.939  -0.836
C -0.232 0.900 0.466  -0.534
H -4.740 -0.113 2.266  0.250
H -5.235 -1.921 0.203  0.341
C -2.144 -0.590 0.342  -0.100
H -0.689 -1.695 -2.348  0.153
C -5.845 -1.634 1.064  -0.549
H 6.988 -4.250 3.122  0.233
O 5.045 -0.214 1.890  -0.257
H -1.059 0.826 -3.005  0.127
O 6.998 -2.295 3.669  -0.241
H 1.833 -1.107 -5.203  0.119
H -9.741 3.670 1.111  0.216
H 5.668 -2.081 -3.111  0.353
C -5.217 1.126 -0.275  -0.369
H -0.884 -1.666 -4.128  0.398
H -0.845 3.508 -1.503  0.390
H 3.175 0.126 2.608  0.291
H 4.532 -3.323 -2.491  0.339
H -0.645 0.514 -4.736  0.405
H 4.673 -1.759 -1.670  0.075
C 0.791 -2.809 -3.431  -0.529
C -0.966 1.877 -0.171  0.527
C -2.932 0.380 -0.293  -1.203
C -5.777 3.507 -0.138  -1.090
H 8.838 -1.475 4.162  0.355

Properties
* structure (SMILES): CCc1cccc2c1Sc1ccc(P(N)O)c([C@@H](Br)CC)c1N2.COCCOCCOC.COCCOCCOC
* frontier orbital gap: 8.749 eV
* total energy: -5083.476183 Eh
* highest occupied orbital energy: -0.3025 Eh

4.
The following is a quantum chemistry calculation of a structure of composition C19H38N4O6P2PdS3, from the OMol25 dataset.

Each line ends with the Mulliken charge.
CARTESIAN COORDINATES (ANGSTROEM)
S 0.103 2.302 -0.888  -0.420
C -3.615 0.840 -1.684  -0.111
P 0.156 -0.153 2.351  0.150
H -3.756 1.247 1.487  0.474
S -1.433 -0.691 -1.255  -0.394
H 3.763 3.902 -0.933  0.356
N -4.745 0.772 -1.910  -0.698
H 1.014 -4.440 3.209  0.336
H -4.661 -3.618 0.998  0.390
H 4.359 1.553 3.171  0.407
H 2.070 1.785 4.080  0.361
H 1.707 -2.847 3.613  0.224
H 0.226 -2.708 1.584  -0.647
H 0.758 -1.569 -2.553  -0.376
O -0.537 -1.463 3.051  -0.530
H 0.422 -4.377 -1.683  0.491
H -2.256 -2.600 -0.258  -0.275
H -3.600 -2.727 2.099  0.294
N -1.083 -4.812 -0.329  -0.064
S -2.815 -5.753 1.430  -0.458
C 3.707 0.676 3.199  -1.004
C 1.723 -0.119 -3.787  -0.967
H -2.666 -0.140 1.406  -0.364
O 3.622 0.578 -1.211  -0.378
H 0.988 -0.155 -4.594  0.412
H 1.887 -2.278 -3.733  0.320
C -2.211 0.864 -1.393  0.330
H 4.151 -2.435 1.868  0.433
H 1.438 0.691 -3.113  -0.021
H 1.991 1.630 2.320  0.024
H 2.729 1.881 0.124  -0.278
H -1.118 -3.346 2.546  0.170
C 0.784 -3.427 3.550  -1.578
C -3.859 -2.884 1.049  -1.059
H -0.688 -5.720 -0.167  0.258
P 2.626 -0.630 -0.721  0.155
H 4.573 2.854 -2.119  0.374
N -2.931 4.248 -1.621  -0.657
H 2.709 0.095 -4.206  0.301
H 3.889 -4.119 0.012  0.386
C 3.339 -2.362 1.139  0.113
C 2.254 1.102 3.244  -0.120
H -2.088 2.493 2.858  0.249
C -2.181 -4.548 0.412  0.140
C 3.700 2.953 -1.470  -1.427
H 0.352 -3.489 4.551  0.399
N -2.717 -3.337 0.285  0.120
H 3.900 0.075 2.310  -0.066
H 3.955 0.085 4.084  0.330
O 3.772 -1.443 0.148  -0.508
C -2.343 3.268 -1.468  -0.086
H -3.386 0.320 2.964  0.346
H -4.185 -1.940 0.615  0.321
O 1.418 -0.037 3.416  -0.334
Pd 0.656 -0.075 0.150  2.579
H 4.502 1.804 0.181  0.243
C -0.428 -3.876 -1.223  -0.718
H 2.195 -3.649 -0.150  -0.156
H 2.461 -1.956 1.651  -0.449
H 2.748 -4.426 1.343  0.380
H -1.106 -3.543 -2.013  0.535
O 2.780 -1.537 -2.081  -0.368
H -0.060 -2.986 -0.701  -0.375
O -0.785 0.964 3.083  -0.439
C 3.633 1.802 -0.488  0.454
H -1.348 1.943 1.347  -0.170
C -1.574 2.068 -1.271  0.313
C -2.976 0.703 2.026  -0.455
C 3.025 -3.725 0.552  -0.981
C -0.193 -2.769 2.596  1.245
C -1.792 1.611 2.287  -0.012
H 2.797 2.967 -2.081  0.230
C 1.724 -1.442 -3.047  0.300

Properties
* frontier orbital gap: 5.375 eV
* net charge: -2
* total energy: -3422.665771 Eh
* highest occupied orbital energy: -0.0365 Eh